(1)
{"formula": "C23H21CaFN2O3S", "method": "the ωB97M-V functional and the def2-TZVPD basis", "symbols": ["Ca", "O", "S", "O", "N", "C", "C", "C", "C", "C", "C", "C", "C", "N", "C", "C", "C", "C", "C", "C", "C", "H", "H", "H", "H", "H", "H", "H", "H", "H", "H", "H", "C", "O", "H", "H", "H", "H", "F", "C", "C", "C", "C", "C", "C", "C", "H", "H", "H", "H", "H", "H"], "xyz": [[-0.41628, -0.12309, -0.13446], [-2.44493, -0.03579, -0.80232], [-2.75479, 1.24000, -0.15901], [-3.10027, 2.30751, -1.05647], [-1.47664, 1.49339, 0.73819], [-1.14181, 2.52484, 1.52898], [-1.97652, 3.55523, 1.94092], [-1.52429, 4.52381, 2.83643], [-0.24057, 4.51459, 3.32459], [0.65492, 3.50711, 2.91923], [1.99651, 3.42624, 3.34916], [2.78790, 2.39547, 2.91506], [2.22479, 1.41599, 2.08209], [0.98301, 1.45326, 1.66477], [0.20370, 2.48860, 2.03370], [-4.14192, 0.88346, 0.91637], [-3.87444, 0.28356, 2.13235], [-4.92416, 0.00269, 2.99106], [-6.22221, 0.31597, 2.61688], [-6.47949, 0.88656, 1.38111], [-5.43284, 1.17594, 0.52113], [-2.98616, 3.59271, 1.55594], [-2.21575, 5.29055, 3.15806], [0.09006, 5.27389, 4.01887], [2.37900, 4.17863, 4.02339], [3.82395, 2.32109, 3.20421], [2.80371, 0.55641, 1.76835], [-2.84902, 0.04909, 2.38901], [-4.73312, -0.44807, 3.95402], [-7.03845, 0.11481, 3.29434], [-7.49498, 1.11639, 1.09709], [-5.59384, 1.62912, -0.44525], [-0.08884, -2.48322, 2.54717], [-0.77430, -1.33100, 2.08644], [-0.45277, -2.78402, 3.53871], [0.99149, -2.31211, 2.59496], [-0.29366, -3.27935, 1.82887], [-0.44250, -0.56631, 2.57458], [3.84233, 1.26797, -4.97361], [3.25784, 0.62975, -3.92362], [3.77077, 0.80470, -2.65164], [3.18505, 0.13415, -1.59459], [2.08089, -0.70846, -1.77876], [1.46171, -1.42712, -0.66548], [1.58767, -0.84612, -3.08611], [2.16588, -0.19204, -4.15271], [4.61762, 1.45551, -2.49750], [3.58154, 0.26878, -0.59642], [2.15074, -1.49960, 0.17757], [1.18873, -2.43934, -0.97435], [0.71380, -1.47278, -3.24671], [1.77872, -0.30841, -5.15402]], "lumo_energy_ev": -0.24, "homo_ev": -6.372, "charge": 0, "gap_ev": 6.1}



(2)
{"formula": "C34H33N3O3PSV", "method": "the ωB97M-V functional and the def2-TZVPD basis", "symbols": ["V", "N", "C", "C", "C", "C", "C", "C", "P", "C", "C", "C", "C", "C", "C", "C", "C", "C", "C", "C", "C", "H", "H", "H", "H", "H", "H", "H", "H", "H", "H", "H", "H", "H", "H", "H", "H", "C", "C", "N", "O", "C", "C", "N", "O", "H", "H", "H", "H", "H", "H", "H", "O", "S", "C", "C", "C", "C", "C", "C", "C", "C", "C", "C", "C", "C", "H", "H", "H", "H", "H", "H", "H", "H", "H", "H"], "xyz": [[-16.40611, -3.43151, 11.40736], [-17.98115, -1.13800, 12.45970], [-19.40681, -1.32557, 12.24188], [-20.36428, -0.59376, 12.92219], [-21.71212, -0.82615, 12.66696], [-22.10065, -1.79235, 11.74357], [-21.14048, -2.52997, 11.07292], [-19.78266, -2.28285, 11.31831], [-18.52146, -3.13661, 10.38141], [-18.18857, -2.19759, 8.88296], [-17.67514, -2.84443, 7.75959], [-17.47084, -2.14236, 6.58011], [-17.78036, -0.78700, 6.52545], [-18.27124, -0.12598, 7.64211], [-18.46677, -0.82756, 8.83455], [-19.24128, -4.72479, 9.95673], [-19.93602, -4.88992, 8.76180], [-20.74259, -6.00665, 8.58310], [-20.86743, -6.93907, 9.60471], [-20.13944, -6.80174, 10.78078], [-19.32221, -5.69184, 10.96060], [-17.81090, -1.04930, 13.46393], [-17.68942, -0.24980, 12.05451], [-20.07513, 0.14899, 13.65214], [-22.46040, -0.24331, 13.19173], [-23.15119, -1.96282, 11.56182], [-21.44811, -3.30004, 10.38374], [-17.52997, -3.92114, 7.75430], [-17.10926, -2.64547, 5.69825], [-17.63819, -0.24367, 5.60591], [-18.52210, 0.91870, 7.57987], [-18.90494, -0.31530, 9.68379], [-19.89942, -4.14214, 7.98065], [-21.30657, -6.13597, 7.66820], [-21.51761, -7.79620, 9.49299], [-20.22612, -7.54324, 11.56654], [-18.80918, -5.57823, 11.91882], [-13.74761, -0.13503, 11.97667], [-14.66636, -1.26645, 12.04501], [-15.35910, -1.75794, 11.08804], [-15.21171, -1.28300, 9.81371], [-14.91667, -2.02720, 13.34572], [-14.27379, -1.81191, 14.63092], [-15.74833, -2.87588, 13.02269], [-16.46553, -3.98864, 13.22105], [-13.75815, 0.28574, 10.97700], [-12.73815, -0.46678, 12.23376], [-14.05127, 0.62242, 12.70438], [-16.02882, -0.78175, 9.61458], [-14.31598, -0.76064, 14.90194], [-13.21938, -2.07687, 14.52832], [-14.73233, -2.41372, 15.40277], [-15.95921, -4.08301, 9.85913], [-14.99397, -3.96986, 8.65595], [-15.29203, -5.55671, 7.89567], [-16.08088, -6.52233, 8.49515], [-16.24432, -7.73826, 7.84097], [-15.62427, -7.97161, 6.62458], [-14.83446, -6.98465, 6.04167], [-14.66013, -5.76200, 6.67223], [-13.43461, -4.26719, 9.44572], [-13.31965, -5.22378, 10.45508], [-12.06014, -5.52574, 10.93880], [-10.93086, -4.90119, 10.39680], [-11.06647, -3.94831, 9.40301], [-12.33363, -3.61651, 8.91654], [-16.58027, -6.35833, 9.44486], [-16.85740, -8.50810, 8.29585], [-15.75559, -8.91758, 6.12489], [-14.35261, -7.14102, 5.08639], [-14.07009, -4.99979, 6.19769], [-14.17119, -5.78176, 10.82546], [-11.94375, -6.26898, 11.71535], [-9.94613, -5.15093, 10.76218], [-10.19168, -3.46445, 8.99814], [-12.44498, -2.86101, 8.15594]], "lumo_energy_ev": [-10.27, -10.29], "homo_ev": [-16.996, -16.965], "relative_energy_kj_mol": 0.0, "charge": 3, "gap_ev": [6.7, 6.7], "spin_multiplicity": 2}



(3)
{"formula": "C15H58NO13PSi", "method": "the ωB97M-V functional and the def2-TZVPD basis", "symbols": ["C", "C", "C", "O", "Si", "C", "P", "N", "O", "H", "H", "H", "H", "H", "H", "H", "H", "H", "H", "H", "H", "H", "H", "C", "O", "H", "H", "H", "H", "C", "O", "H", "H", "H", "H", "C", "O", "H", "H", "H", "H", "C", "O", "H", "H", "H", "H", "C", "O", "H", "H", "H", "H", "C", "O", "H", "H", "H", "H", "C", "O", "H", "H", "H", "H", "C", "O", "H", "H", "H", "H", "C", "O", "H", "H", "H", "H", "C", "O", "H", "H", "H", "H", "C", "O", "H", "H", "H", "H"], "xyz": [[3.14916, -1.97515, 1.52690], [2.61965, -2.27889, 0.10552], [1.15328, -2.70946, 0.04585], [0.43996, -1.93060, -0.93257], [-0.56825, -0.76855, -0.28623], [0.38862, 0.49953, 0.70315], [-2.24621, -1.74043, 0.84494], [-1.89894, -3.44378, 0.70335], [-1.99520, -1.38082, 2.44822], [2.43686, -2.23308, 2.30161], [3.41767, -0.92883, 1.61700], [4.07162, -2.52239, 1.68832], [2.77070, -1.40712, -0.52011], [3.23288, -3.06568, -0.31999], [0.67746, -2.69212, 1.02671], [1.12592, -3.73296, -0.30099], [-1.19525, -0.08902, -1.43938], [1.18848, -0.01005, 1.22674], [-0.20956, 1.08110, 1.39483], [0.85478, 1.20260, 0.01922], [-1.98564, -3.72748, -0.26752], [-2.53859, -3.98354, 1.27212], [-2.53721, -1.98928, 2.97898], [3.93103, -0.07741, -3.50469], [2.57243, 0.18378, -3.15954], [4.53291, 0.72773, -3.08967], [4.26986, -1.02570, -3.08180], [4.05665, -0.09597, -4.59022], [2.03473, -0.53240, -3.51595], [2.92794, -5.76422, 1.92867], [1.98668, -5.63886, 0.86728], [3.92053, -5.77603, 1.48570], [2.85999, -4.91834, 2.61812], [2.77790, -6.69480, 2.48223], [1.10505, -5.62561, 1.25545], [-5.09296, -2.50898, 5.05843], [-4.08137, -1.80653, 4.34879], [-4.63766, -3.39304, 5.49817], [-5.50552, -1.88808, 5.85594], [-5.89828, -2.81691, 4.38729], [-4.48973, -1.02312, 3.95935], [2.64463, 3.56521, 2.23038], [2.22641, 2.32120, 2.78240], [3.08077, 3.36030, 1.25625], [1.79798, 4.24483, 2.10076], [3.39870, 4.04433, 2.86024], [1.83902, 2.49654, 3.64570], [-0.85296, -2.35046, 6.29914], [-1.71242, -1.25667, 6.02465], [-0.67709, -2.37284, 7.37219], [-1.31232, -3.29844, 5.99857], [0.10818, -2.24092, 5.78739], [-1.88102, -1.24366, 5.07671], [4.56923, 3.31402, -5.07945], [4.21211, 3.73667, -3.76155], [4.84745, 4.19174, -5.65168], [5.41862, 2.62523, -5.04614], [3.71824, 2.82764, -5.56617], [3.95716, 2.95738, -3.25744], [5.54347, 5.69856, -8.85516], [5.21947, 5.48151, -7.48468], [5.94417, 4.76822, -9.24788], [4.65584, 5.97235, -9.43071], [6.29800, 6.48185, -8.96211], [4.86390, 6.30482, -7.13453], [0.26352, 2.69955, -4.76931], [0.46350, 1.45262, -5.42697], [-0.56756, 3.19885, -5.26107], [0.01494, 2.55226, -3.71506], [1.15164, 3.33314, -4.84333], [1.19937, 1.01620, -4.98560], [-4.57461, -3.90745, -2.41559], [-3.59761, -4.94592, -2.34191], [-5.33271, -4.11295, -1.66534], [-4.11618, -2.93774, -2.20396], [-5.04405, -3.88143, -3.40178], [-2.92504, -4.76644, -3.00651], [-6.70317, 1.49445, 3.28372], [-5.74826, 0.43283, 3.28358], [-7.40973, 1.30838, 4.08835], [-6.20578, 2.44968, 3.45212], [-7.24298, 1.52467, 2.33522], [-5.12830, 0.60296, 2.56488], [-4.51507, 5.21754, 3.17394], [-4.39202, 3.96988, 2.49604], [-5.39526, 5.71787, 2.77957], [-4.64345, 5.07129, 4.24956], [-3.64137, 5.84920, 2.99707], [-3.61124, 3.52577, 2.84274]], "lumo_energy_ev": 0.33, "homo_ev": -7.223, "smiles": "CCCO[Si@H](C)P(N)O.CO.CO.CO.CO.CO.CO.CO.CO.CO.CO.CO", "charge": 0, "gap_ev": 7.6}



(4)
{"formula": "HNO4S", "method": "the ωB97M-V functional and the def2-TZVPD basis", "symbols": ["N", "O", "O", "O", "O", "S", "H"], "xyz": [[-1.65854, 0.34913, -0.40653], [1.87098, 0.74682, -0.26200], [0.45225, 0.01072, 1.58095], [-0.68241, 0.95208, -0.05250], [0.47059, -1.29509, -0.44528], [0.78259, -0.03169, 0.19723], [-1.23545, -0.73197, -0.61186]], "lumo_energy_ev": -2.92, "homo_ev": -11.495, "relative_energy_kj_mol": 124.2, "charge": 0, "gap_ev": 8.6}



(5)
{"formula": "C3H14O6S", "method": "the ωB97M-V functional and the def2-TZVPD basis", "symbols": ["C", "C", "O", "S", "C", "O", "O", "H", "H", "H", "H", "H", "H", "H", "H", "O", "H", "H", "O", "H", "H", "O", "H", "H"], "xyz": [[-0.83731, -0.07657, 2.31298], [-0.59098, -1.55939, 2.03327], [0.64647, -1.79595, 1.36081], [0.71790, -1.66141, -0.21238], [2.30377, -0.94698, -0.28593], [0.91648, -2.94199, -0.76643], [-0.38292, -0.85530, -0.68442], [-0.47041, 0.51247, 1.45851], [-0.38459, 0.36859, 3.16621], [-1.91081, 0.23108, 2.36152], [-0.58014, -2.16637, 2.94208], [-1.43811, -1.88535, 1.41967], [2.61135, -1.20979, -1.32001], [3.00783, -1.24164, 0.44393], [2.12092, 0.13592, -0.21300], [0.63400, 2.38170, -0.49732], [-0.27199, 2.55701, -0.76303], [1.04109, 3.19937, -0.83428], [-2.19078, 1.99757, -1.23026], [-1.81370, 1.47027, -2.01719], [-2.83989, 1.37967, -0.81141], [-0.28230, 0.80531, -2.93941], [0.36662, 1.31249, -2.46420], [-0.37250, -0.01073, -2.45972]], "lumo_energy_ev": 0.54, "homo_ev": -11.158, "smiles": "CCOS(C)(=O)=O.O.O.O", "charge": 0, "gap_ev": 11.7}